C5H4N2 | the ωB97M-V functional and the def2-TZVPD basis

Each line ends with the natural charge from an NBO analysis.
Cartesian coordinates (Å):
1 N 0.30570 -1.18180 -0.30132  -0.304
2 N 1.57293 -0.77980 -0.25743  -0.238
3 C -0.51621 -0.44334 0.49793  0.042
4 C -1.65088 0.04399 -0.23812  -0.053
5 C -1.84732 0.58995 -1.29833  -0.194
6 C 1.58404 0.17194 0.67242  -0.070
7 C 0.31412 0.38205 1.23472  -0.282
8 H -0.02806 -1.72984 -1.08096  0.408
9 H -1.58613 1.11855 -2.18490  0.241
10 H 0.00768 1.12040 1.96087  0.235
11 H 2.47901 0.75708 0.82548  0.213

- Electronic energy: -8225.85173 eV
- Kohn-Sham gap: 9.542 eV
- SMILES: C#Cc1ccn[nH]1
- Energy above the lowest of the compared OMol25 structures with the same formula, charge and spin: 84.0 kcal/mol

C5H4N2 | the ωB97M-V functional and the def2-TZVPD basis

Each line ends with the natural charge from an NBO analysis.
Cartesian coordinates (Å):
1 N 0.97618 0.38813 0.93214  -0.537
2 N 1.34528 1.01263 -2.59682  -0.287
3 C -0.24974 -0.17757 0.42540  -0.112
4 C 0.30354 1.03927 -0.21702  -0.173
5 C -0.29023 -1.56651 -0.22273  -0.103
6 C -1.37524 -1.59579 0.41657  -0.133
7 C 0.87535 1.00591 -1.54212  0.256
8 H 1.80172 -0.14288 0.64371  0.379
9 H -0.17538 1.98495 0.02690  0.240
10 H -1.17597 0.09592 1.00310  0.214
11 H -2.03551 -2.04406 1.13088  0.257

- Electronic energy: -8223.37832 eV
- Kohn-Sham gap: 10.242 eV
- Energy above the lowest of the compared OMol25 structures with the same formula, charge and spin: 141.0 kcal/mol

C5H4N2 | the ωB97M-V functional and the def2-TZVPD basis

Each line ends with the natural charge from an NBO analysis.
Cartesian coordinates (Å):
1 N 2.72679 -0.42675 -0.27680  -0.283
2 N -1.64366 -1.02628 0.35730  -0.452
3 C -0.58958 -0.80902 1.05451  0.139
4 C 1.68838 -0.09996 0.05768  0.255
5 C -0.45370 0.68078 -0.80443  -0.525
6 C -1.23073 -0.61825 -0.81302  0.285
7 C 0.44994 0.45130 0.39877  -0.383
8 H -0.13055 -1.73193 1.56097  0.211
9 H -1.16168 1.47501 -0.72512  0.245
10 H 0.38727 1.30441 0.98793  0.261
11 H -0.04247 0.80068 -1.79781  0.248

- Electronic energy: -8224.20875 eV
- Kohn-Sham gap: 7.968 eV
- Energy above the lowest of the compared OMol25 structures with the same formula, charge and spin: 121.9 kcal/mol

C5H4N2O | the ωB97M-V functional and the def2-TZVPD basis

Each line ends with the natural charge from an NBO analysis.
Cartesian coordinates (Å):
1 O -0.61994 -0.52886 1.42939  -0.475
2 N -2.79908 -1.27251 -0.84964  -0.308
3 N 2.13455 -2.18662 -0.06457  -0.262
4 C -0.75991 0.05866 0.28464  -0.017
5 C 1.40632 -1.21790 -0.01675  0.234
6 C 1.33150 1.15528 -0.57614  -0.280
7 C -1.84673 -0.68526 -0.52789  0.202
8 C 0.60339 -0.03563 -0.34802  -0.125
9 H -1.61828 0.90424 2.26719  0.379
10 H 2.36919 0.73321 -0.92666  0.224
11 H -1.25165 0.95751 0.19745  0.209
12 H 1.05063 2.11788 -0.86899  0.218

- Electronic energy: -10268.51157 eV
- Kohn-Sham gap: 6.658 eV
- Energy above the lowest of the compared OMol25 structures with the same formula, charge and spin: 190.3 kcal/mol

C5H4N2O | the ωB97M-V functional and the def2-TZVPD basis

Each line ends with the natural charge from an NBO analysis.
Cartesian coordinates (Å):
1 O 0.80064 -1.92690 1.55041  -0.494
2 N -0.46050 0.45802 -1.60777  -0.456
3 N 1.31108 1.14635 -0.04368  -0.433
4 C 0.68119 0.98238 -1.33251  0.282
5 C -1.03160 -0.77992 0.45798  -0.326
6 C -1.34283 -0.01906 -0.66084  0.052
7 C 1.11530 0.30709 0.90293  0.085
8 C 0.35924 -0.96800 0.95803  0.452
9 H 1.32823 1.28490 -2.14270  0.188
10 H -2.41476 0.04144 -0.96431  0.212
11 H 1.48756 0.66461 1.90957  0.207
12 H -1.83355 -1.19090 0.97288  0.230

- Electronic energy: -10275.30861 eV
- Kohn-Sham gap: 9.324 eV
- SMILES: O=c1ccncnc1
- Energy above the lowest of the compared OMol25 structures with the same formula, charge and spin: 33.5 kcal/mol

C5H4N2O | the ωB97M-V functional and the def2-TZVPD basis

Each line ends with the natural charge from an NBO analysis.
Cartesian coordinates (Å):
1 O -0.23184 1.88976 -0.22629  -0.449
2 N 0.74092 -1.50184 0.00523  -0.209
3 N 2.11080 -0.67740 0.04759  -0.161
4 C -2.59326 0.10609 0.21299  -0.328
5 C -0.15254 -0.55643 -0.14955  0.087
6 C -1.65279 -0.91999 -0.20148  -0.245
7 C 0.40168 0.83414 -0.00475  0.466
8 C 1.83950 0.52706 0.24070  -0.075
9 H 2.61572 1.30872 0.00174  0.228
10 H -3.56689 -0.26607 0.43162  0.197
11 H -1.89644 -2.02843 -0.26069  0.247
12 H -2.31531 1.17712 0.68042  0.241

- Electronic energy: -10273.08649 eV
- Kohn-Sham gap: 8.140 eV
- SMILES: C=CC1=NN=CC1=O
- Energy above the lowest of the compared OMol25 structures with the same formula, charge and spin: 84.8 kcal/mol

C5H4N2O | the ωB97M-V functional and the def2-TZVPD basis

Each line ends with the natural charge from an NBO analysis.
Cartesian coordinates (Å):
1 O 0.43100 2.27168 -0.16806  -0.635
2 N 1.87837 -0.78134 0.02822  -0.322
3 N 1.90362 0.54556 0.06526  -0.297
4 C -1.52454 -0.20930 -0.41223  0.007
5 C 0.58001 0.91443 -0.16781  0.446
6 C 0.65421 -1.29241 -0.07717  0.018
7 C -0.29035 -0.23949 -0.26189  -0.330
8 C -2.66615 -0.08729 0.19802  -0.189
9 H 2.78478 -1.12598 -0.19460  0.421
10 H -0.60716 2.69665 0.69169  0.462
11 H -3.62278 -0.26184 0.17769  0.190
12 H 0.47899 -2.43069 0.12089  0.229

- Electronic energy: -10270.28910 eV
- Kohn-Sham gap: 8.176 eV
- Energy above the lowest of the compared OMol25 structures with the same formula, charge and spin: 149.3 kcal/mol

C5H4N2O | the ωB97M-V functional and the def2-TZVPD basis

Each line ends with the natural charge from an NBO analysis.
Cartesian coordinates (Å):
1 O 0.08106 -1.87644 0.01278  -0.242
2 N 0.78608 1.70491 -0.03816  -0.857
3 N 1.42925 -1.88904 0.04767  -0.099
4 C -2.93932 -0.44364 -0.00867  -0.187
5 C -1.70096 -0.38389 -0.18788  -0.084
6 C 1.87044 -0.59972 -0.15052  -0.078
7 C 0.74942 0.34390 0.05103  0.086
8 C -0.31657 -0.57689 -0.11150  0.155
9 H 2.88979 -0.55379 -0.24852  0.216
10 H 1.23756 2.22828 0.81340  0.404
11 H -4.02516 -0.29638 0.37101  0.269
12 H -0.06159 2.34270 -0.55064  0.416

- Electronic energy: -10272.10935 eV
- Kohn-Sham gap: 8.901 eV
- SMILES: C#Cc1oncc1N
- Energy above the lowest of the compared OMol25 structures with the same formula, charge and spin: 107.3 kcal/mol

C5H4N2O | the ωB97M-V functional and the def2-TZVPD basis

Each line ends with the natural charge from an NBO analysis.
Cartesian coordinates (Å):
1 O 0.40899 -1.72333 1.89793  -0.511
2 N 3.28170 -1.19415 -0.95914  -0.280
3 N -0.93654 0.03998 1.14040  -0.640
4 C 0.06831 0.56514 -0.93949  -0.150
5 C -1.10091 0.83635 -0.08934  -0.247
6 C 0.00284 -0.93631 1.14301  0.790
7 C 0.87376 -0.47537 -0.65228  -0.246
8 C 2.16871 -0.81386 -0.96045  0.210
9 H -2.06542 0.73471 -0.79157  0.221
10 H -1.11034 1.91237 0.13499  0.222
11 H 0.04832 1.25055 -1.72827  0.211
12 H -1.63942 -0.19608 1.80419  0.419

- Electronic energy: -10274.74416 eV
- Kohn-Sham gap: 9.797 eV
- Energy above the lowest of the compared OMol25 structures with the same formula, charge and spin: 46.5 kcal/mol

C5H4N2O | the ωB97M-V functional and the def2-TZVPD basis

Each line ends with the natural charge from an NBO analysis.
Cartesian coordinates (Å):
1 O 1.03953 1.57887 -0.33513  -0.528
2 N -1.52187 -0.14917 -2.07848  -0.279
3 N 1.21277 -0.65152 0.16980  -0.662
4 C -0.71387 -0.39500 -1.28722  0.240
5 C -0.17101 -0.92013 0.05785  -0.171
6 C -1.31836 0.03453 2.44174  -0.210
7 C -1.00828 -0.14071 1.15206  -0.037
8 C 1.71556 0.63849 -0.18831  0.529
9 H 2.71705 0.73065 -0.73563  0.137
10 H -0.48926 -2.03538 0.19373  0.293
11 H -1.38292 0.43697 3.50682  0.270
12 H 1.97828 -1.46135 0.02020  0.421

- Electronic energy: -10272.42622 eV
- Kohn-Sham gap: 10.374 eV
- SMILES: C#C[C@@H](C#N)NC=O
- Energy above the lowest of the compared OMol25 structures with the same formula, charge and spin: 100.0 kcal/mol

C5H4N2O2 | the ωB97M-V functional and the def2-TZVPD basis

Each line ends with the natural charge from an NBO analysis.
Cartesian coordinates (Å):
1 O 2.77104 0.70582 -1.71315  -0.422
2 O 0.96287 1.99921 -1.07463  -0.376
3 N 0.62994 -0.48700 -0.16322  -0.585
4 N -1.37771 -0.22517 0.76095  -0.573
5 C 1.85354 1.16875 -1.19615  1.074
6 C -0.26383 1.69516 -0.47263  -0.292
7 C -0.89096 -1.54159 1.04436  -0.114
8 C 0.32534 -1.68840 0.41834  -0.090
9 C -0.36721 0.36119 -0.03967  0.310
10 H 1.06381 -2.50931 0.34023  0.226
11 H -2.00255 0.42457 1.16809  0.417
12 H -1.57121 -2.08246 1.70278  0.220
13 H -1.13307 2.17924 -0.77530  0.203

- Electronic energy: -12320.82818 eV
- Kohn-Sham gap: 6.870 eV
- Energy above the lowest of the compared OMol25 structures with the same formula, charge and spin: 98.0 kcal/mol

C5H4N2S | the ωB97M-V functional and the def2-TZVPD basis

Each line ends with the natural charge from an NBO analysis.
Cartesian coordinates (Å):
1 S -0.51695 -1.41580 2.38390  -0.089
2 N 0.63495 -0.55504 0.16148  -0.564
3 N 1.27314 2.75889 -0.51393  -0.271
4 C -1.48809 0.06231 -2.56127  -0.152
5 C 0.70323 0.22906 -1.05612  -0.201
6 C -0.46805 -0.66718 0.93995  -0.080
7 C -0.50640 0.13081 -1.87806  -0.037
8 C 1.02475 1.65920 -0.76284  0.255
9 H 1.57379 -0.14507 -1.65549  0.275
10 H -2.36257 0.00459 -3.14572  0.247
11 H 1.46642 -0.89764 0.55830  0.414
12 H -1.35567 -0.22126 0.47770  0.204

- Electronic energy: -19062.27720 eV
- Kohn-Sham gap: 9.202 eV
- SMILES: C#C[C@@H](C#N)NC=S
- Energy above the lowest of the compared OMol25 structures with the same formula, charge and spin: 56.5 kcal/mol